# 1
A 2-piece molecular cluster, C4H8FP overall. Source: the OMol25 dataset; level of theory: ωB97M-V with the def2-TZVPD basis set.

Cartesian coordinates (Å):
C 0.968 -1.987 -0.516
C 0.336 1.237 0.024
H -1.181 1.487 1.607
C -0.451 2.005 1.000
P -0.905 2.221 -0.804
H -1.915 1.255 -0.775
F -1.269 -1.217 -0.938
C -0.240 -1.258 -0.074
H 0.760 -3.061 -0.577
H 1.770 -1.831 0.199
H -0.588 -1.330 0.948
H 0.028 2.827 1.521
H 1.402 1.302 -0.113
H 1.283 -1.650 -1.502

Summary:
multiplicity	3
energy	-598.216027	Ha
total charge	0
M	106.08	Da
energy above the lowest of the compared OMol25 structures with the same formula, charge and spin	1.2290	eV
HOMO level (spin up / spin down)	-6.61 / -9.56	eV
frontier orbital gap (spin up / spin down)	7.8 / 8.6	eV

These are the Löwdin partial charges, in e, on atoms 1 to 2: atom 1 (C): -0.09, atom 2 (C): -0.42

***

# 2
An isolated ion of composition C18H27N2O3 and charge +1. Source: the OMol25 dataset; level of theory: ωB97M-V with the def2-TZVPD basis set.

Cartesian coordinates (Å):
H -5.460 -4.582 -2.772
H -0.742 2.076 1.174
H 2.047 0.085 -1.667
H 2.689 0.994 1.156
C 0.342 1.974 1.120
H -4.926 -5.859 -0.744
C 3.986 6.220 -1.216
H 0.785 2.291 2.071
H -2.078 -5.670 1.164
H 4.097 5.721 -2.175
H -3.295 -4.743 2.069
H 3.212 1.280 -1.110
C -4.695 -4.226 -2.100
H -4.242 -2.487 -3.265
H 0.206 3.645 -0.249
H 0.022 0.134 0.147
H 3.649 5.688 0.862
C 0.049 -1.736 1.677
C 1.175 2.010 -1.258
H -3.753 -6.195 1.195
C -3.111 -5.320 1.161
N 0.664 0.547 0.913
O 2.567 4.469 -0.405
O 2.803 3.239 1.454
C -4.015 -3.054 -2.376
C -3.415 -4.516 -0.071
H -0.301 -2.284 2.551
C -4.393 -4.944 -0.956
C 2.066 0.407 0.477
H 0.973 -2.213 1.338
N -1.739 -2.906 0.551
C 0.912 2.849 -0.003
H -2.506 -1.691 -1.727
C 2.198 0.906 -0.965
C -0.962 -1.828 0.531
C -2.734 -3.326 -0.364
H 0.232 1.575 -1.595
H 4.602 4.498 -0.045
H 2.368 -0.638 0.543
H -0.603 0.130 2.523
H 4.886 6.791 -1.009
C 3.769 5.205 -0.113
H 1.540 2.656 -2.056
C 0.310 -0.282 2.085
H 3.141 6.901 -1.274
C 2.208 3.536 0.448
O -0.987 -0.946 -0.335
H 1.106 -0.224 2.831
C -3.035 -2.603 -1.511
H -1.614 -3.555 1.317

Summary:
multiplicity	1
energy	-1037.163646	Ha
total charge	+1
M	319.42	Da
SMILES	CCOC(=O)[C@H]1CCC[N@@H+](CCC(=O)Nc2ccccc2C)C1
energy above the lowest of the compared OMol25 structures with the same formula, charge and spin	0.0272	eV
HOMO level	-11.39	eV
frontier orbital gap	9.1	eV

These are the Löwdin partial charges, in e, on atoms 1 to 2: atom 1 (H): 0.11, atom 2 (H): 0.15

***

# 3
A 2-piece molecular cluster, C2H2O5S overall. Source: the OMol25 dataset; level of theory: ωB97M-V with the def2-TZVPD basis set.

Cartesian coordinates (Å):
H 0.369 -0.093 1.499
C -2.542 0.298 -0.083
O -2.842 0.024 1.030
O 2.251 1.628 0.533
O 2.342 -0.459 -1.027
H 1.253 -1.374 -0.643
S 1.454 0.798 -0.483
O -2.766 0.976 -1.027
C 0.100 -0.228 0.307
O 0.380 -1.570 -0.105

Summary:
multiplicity	1
energy	-851.681167	Ha
total charge	-2
M	138.10	Da
energy above the lowest of the compared OMol25 structures with the same formula, charge and spin	3.1617	eV
HOMO level (spin up / spin down)	1.57 / 1.57	eV
frontier orbital gap (spin up / spin down)	4.9 / 4.9	eV

These are the Löwdin partial charges, in e, on atoms 1 to 2: atom 1 (H): 0.05, atom 2 (C): -0.57

***

# 4
A 7-piece molecular cluster, C28H60NO8 overall. Source: the OMol25 dataset; level of theory: ωB97M-V with the def2-TZVPD basis set.

Cartesian coordinates (Å):
H 1.532 -5.183 -4.755
H 3.886 -1.891 2.162
C -2.746 2.528 0.258
H -7.695 3.288 0.741
H 0.172 3.103 0.626
C 4.767 -0.651 -0.164
H -2.981 1.540 -3.296
C 2.905 -5.961 -3.293
H 3.534 -3.497 -3.656
C -2.731 3.746 -2.621
C 2.113 -4.815 -3.904
H -3.699 -4.243 5.097
O -0.412 0.850 1.682
C -2.871 1.566 -0.944
H -7.582 2.367 -2.262
H 2.459 6.732 0.300
O 0.818 5.100 -1.010
H 1.887 2.998 0.263
O 2.784 -2.012 -0.275
H -1.030 -0.005 -1.665
O 7.433 -1.707 0.710
C -1.001 -1.104 0.135
H 0.628 -3.352 -3.333
H -6.168 2.571 1.236
H -6.671 3.769 -2.862
C -2.592 4.072 0.047
H 4.777 -0.549 -1.253
C -4.751 -4.162 2.532
C 3.345 -0.852 0.339
H 2.240 -6.743 -2.917
H -1.320 6.479 -1.816
C -5.218 -3.427 3.779
C -7.170 3.342 -1.988
H -4.382 -5.162 2.778
O -2.282 -0.323 2.267
H 1.747 -3.764 -2.044
H 3.579 -6.401 -4.033
O 3.015 -3.828 -4.401
C -1.186 -0.137 1.406
H -3.266 -2.685 4.359
H -4.434 -2.730 5.670
H 7.097 -3.535 1.547
H 3.323 -2.773 -0.022
H -2.758 6.865 -0.697
H 9.448 -3.808 2.391
H 3.530 -5.607 -2.466
H 1.360 3.483 1.889
H -3.646 -0.335 -1.781
O -5.668 4.506 -0.515
H 2.736 5.665 1.693
H -3.952 -3.608 2.030
H 8.158 -1.219 0.295
H -3.531 -0.422 0.048
H -4.982 -1.648 3.005
C -6.876 2.642 0.406
C 1.130 5.026 0.381
C -2.432 6.267 -1.629
C 3.310 -1.013 1.850
H 8.722 -2.290 2.961
H -1.273 -2.207 0.358
H 2.284 -1.167 2.195
H 1.505 4.623 -1.494
H -2.733 4.120 -3.699
C 9.061 -2.836 2.076
H -6.404 5.079 -0.257
H -5.570 -4.258 1.814
C -2.992 -0.023 -0.875
C 2.476 5.690 0.632
H 8.747 -4.736 0.080
H 0.465 -4.909 -2.496
H 5.219 0.241 0.277
C 1.139 3.571 0.822
H 0.347 5.568 0.919
C -2.594 4.697 -1.386
C -2.880 2.224 -2.375
H 2.727 0.002 0.047
H 3.719 -0.131 2.350
C -6.198 3.220 -0.825
O -5.710 -2.141 3.414
H 5.391 -1.514 0.078
C 7.924 -2.994 1.078
H -2.728 2.093 1.326
H 9.179 -3.188 -0.679
H -7.999 4.013 -1.736
H -3.044 6.647 -2.532
C 8.381 -3.737 -0.168
H -5.357 2.584 -1.114
H -2.464 4.818 0.907
H 9.883 -2.256 1.642
C -4.088 -3.270 4.784
H 0.147 -1.127 -0.076
H 7.557 -3.833 -0.880
N -1.645 -0.612 -1.112
C 1.182 -4.180 -2.884
H -7.279 1.646 0.204
H 3.269 5.190 0.066
H -6.046 -3.974 4.240

Summary:
multiplicity	1
energy	-1759.396196	Ha
total charge	-1
M	538.79	Da
HOMO level	-4.35	eV
frontier orbital gap	6.4	eV

These are the Löwdin partial charges, in e, on atoms 1 to 2: atom 1 (H): 0.14, atom 2 (H): 0.07

***

# 5
A single C2H7N5 molecule. Source: the OMol25 dataset; level of theory: ωB97M-V with the def2-TZVPD basis set.

Cartesian coordinates (Å):
C 1.588 0.290 -0.556
C 0.200 1.149 -0.197
H 0.945 -0.569 1.903
H 0.076 -1.997 2.064
N -0.045 -0.946 1.801
N -1.474 -0.053 -1.247
H -0.225 1.623 -1.168
H -2.415 0.306 -1.159
H -1.548 -1.112 -1.208
H 0.489 1.923 0.603
H 2.252 0.985 -0.991
N -0.678 -0.893 0.625
N 1.654 -0.930 -0.465
N -0.818 0.224 -0.005

Summary:
multiplicity	1
energy	-353.969832	Ha
total charge	0
M	101.11	Da
energy above the lowest of the compared OMol25 structures with the same formula, charge and spin	6.0289	eV
HOMO level (spin up / spin down)	-7.91 / -7.01	eV
frontier orbital gap (spin up / spin down)	8.6 / 7.0	eV

These are the Löwdin partial charges, in e, on atoms 1 to 2: atom 1 (C): -0.33, atom 2 (C): -0.16

***

# 6
A 3-piece molecular cluster, C20H53BN6O4P2S overall. Source: the OMol25 dataset; level of theory: ωB97M-V with the def2-TZVPD basis set.

Cartesian coordinates (Å):
H -2.274 -1.303 -9.560
C -1.820 2.134 7.677
H 2.616 1.440 -9.795
C -0.658 -1.231 -2.586
H -1.547 -2.897 -9.337
H 0.902 1.542 -9.834
C -0.459 0.868 10.545
H 0.369 -2.599 -11.461
H 0.873 -3.247 -9.886
H 1.106 -2.507 -1.842
H -1.238 1.607 10.362
H 2.500 -0.442 6.375
H 1.341 -0.405 -3.810
H -1.365 0.524 -0.459
H -0.733 4.357 8.170
N 2.177 1.155 7.732
H -2.128 -3.460 4.655
H 3.099 -1.027 -7.433
H 1.751 -1.922 -10.665
C 0.759 -2.331 -10.475
N -0.129 -1.358 -9.795
N 1.671 -0.069 -8.671
P 0.498 0.808 8.001
O -3.492 -1.074 1.716
C 2.794 0.598 6.524
H -2.017 1.433 6.864
C 1.711 0.821 -9.818
H -1.725 -2.176 -10.954
H 3.327 1.466 -2.106
H -0.754 -0.137 -2.911
H -1.729 -1.984 1.043
H -2.330 -2.506 -1.287
H -0.962 0.879 -6.030
C 0.800 -1.410 -1.879
C -1.482 -1.965 -9.908
H 3.176 -1.515 -9.126
H -2.304 3.073 7.394
C 2.817 2.429 8.012
H 2.839 -1.062 -2.910
C -2.442 -1.233 4.182
P 0.353 -1.048 -8.114
S 1.981 1.136 -1.956
O -4.592 -0.281 3.554
H -1.155 1.028 -9.780
C 2.994 -0.665 -8.457
H -0.360 3.508 9.663
H -2.322 1.507 -8.598
H 2.519 1.175 5.633
H 2.602 2.786 9.021
N -1.045 -0.036 -7.947
H -2.990 -1.303 5.193
B -1.755 -1.473 -1.398
N -0.379 2.300 7.894
C -1.283 1.180 -8.707
H -2.330 1.752 8.569
H -1.921 -3.032 2.860
H -0.781 -1.959 -3.450
H -3.195 0.086 -0.613
C -2.157 -0.916 1.172
H -2.600 0.532 -6.612
H -0.642 2.000 -8.367
H -1.644 -0.416 4.344
C -1.570 0.160 -6.593
H -1.422 -0.358 1.837
H 3.886 0.595 6.600
H 0.792 -1.029 -0.802
H -0.240 0.944 11.613
H 1.882 0.426 11.407
H 0.892 3.902 8.486
N 0.755 1.120 9.731
C 1.827 -0.532 -2.789
C -3.547 -0.831 3.109
H -0.617 -2.550 4.086
C -2.155 -0.286 -0.328
C 1.783 0.230 10.335
H 1.525 -0.825 10.194
H 3.800 0.058 -8.611
H 3.907 2.330 7.984
O 0.243 0.511 6.511
H 2.536 3.192 7.279
O 0.753 -0.858 -6.641
H 2.778 0.391 9.922
H -0.874 -0.125 10.346
C -0.126 3.547 8.592
H 1.716 0.297 -10.782
H -1.603 -0.782 -6.042
C -1.754 -2.662 3.936

Summary:
multiplicity	1
energy	-2528.787183	Ha
total charge	0
M	546.51	Da
SMILES	CN(C)P(=O)(N(C)C)N(C)C.CN(C)P(=O)(N(C)C)N(C)C.CCC(=O)OCCBCCCS
HOMO level	-8.21	eV
frontier orbital gap	7.2	eV

These are the Löwdin partial charges, in e, on atoms 1 to 2: atom 1 (H): 0.07, atom 2 (C): -0.14

***

# 7
A single C5H9N molecule. Source: the OMol25 dataset; level of theory: ωB97M-V with the def2-TZVPD basis set.

Cartesian coordinates (Å):
H -1.401 2.105 2.465
C -0.839 0.024 0.594
H -0.004 -2.002 -0.302
H -1.698 -0.370 1.141
C -0.279 1.808 2.359
H 0.999 0.311 1.695
H 1.726 -0.731 -3.355
H -1.297 0.759 -0.131
H -0.005 0.450 -2.058
C 0.313 -0.525 -1.675
C 0.018 0.683 1.624
C 1.188 -1.202 -2.491
N -0.273 -1.033 -0.422
H 0.415 2.060 3.148
H 1.135 -2.336 -2.593

Summary:
multiplicity	1
energy	-250.552417	Ha
total charge	0
M	83.13	Da
SMILES	C=CCNC=C
energy above the lowest of the compared OMol25 structures with the same formula, charge and spin	3.1164	eV
HOMO level	-7.98	eV
frontier orbital gap	9.2	eV

These are the Löwdin partial charges, in e, on atoms 1 to 2: atom 1 (H): 0.09, atom 2 (C): -0.19

***

# 8
A single C2H2N2O3 molecule. Source: the OMol25 dataset; level of theory: ωB97M-V with the def2-TZVPD basis set.

Cartesian coordinates (Å):
H -0.755 -1.375 -1.187
C -1.313 0.919 0.443
H 0.446 0.944 1.746
O -1.588 0.231 -0.765
C 0.031 0.602 0.858
O -2.102 1.584 1.060
N -0.377 -0.460 -0.981
O 1.416 -1.216 -0.028
N 0.473 -0.427 0.048

Summary:
multiplicity	1
energy	-412.486590	Ha
total charge	0
M	102.05	Da
energy above the lowest of the compared OMol25 structures with the same formula, charge and spin	4.4733	eV
HOMO level	-10.09	eV
frontier orbital gap	9.5	eV

These are the Löwdin partial charges, in e, on atoms 1 to 2: atom 1 (H): 0.17, atom 2 (C): -0.44

***

# 9
A 2-piece molecular cluster, CHN3O7 overall. Source: the OMol25 dataset; level of theory: ωB97M-V with the def2-TZVPD basis set.

Cartesian coordinates (Å):
O 0.612 2.207 -0.103
C 0.265 -0.063 0.021
O 1.630 -1.053 -1.474
N -0.348 -0.963 1.103
O -0.766 -1.999 0.612
O 1.623 1.071 1.400
H -2.006 0.617 -0.829
O -0.374 -0.576 2.194
N 0.860 1.222 0.502
O -0.369 -0.600 -2.132
N 0.503 -0.693 -1.368
O -1.630 0.829 0.075

Summary:
multiplicity	1
energy	-729.176757	Ha
total charge	0
M	167.03	Da
energy above the lowest of the compared OMol25 structures with the same formula, charge and spin	3.8107	eV
HOMO level (spin up / spin down)	-11.86 / -11.91	eV
frontier orbital gap (spin up / spin down)	8.9 / 8.9	eV

These are the Löwdin partial charges, in e, on atoms 1 to 2: atom 1 (O): 0.16, atom 2 (C): 0.12

***

# 10
A single C5H4O2S molecule. Source: the OMol25 dataset; level of theory: ωB97M-V with the def2-TZVPD basis set.

Cartesian coordinates (Å):
H 3.283 0.730 1.350
C -1.461 -0.751 0.051
C 0.506 0.600 -0.294
H -3.350 0.064 -0.289
S 4.180 -0.249 -0.613
H -1.014 -1.424 -0.701
C 1.627 0.382 0.167
H -1.124 -0.902 1.159
O -1.748 1.535 -0.549
C 3.022 0.372 0.398
C -1.039 0.623 -0.294
O -2.881 -0.982 -0.385

Summary:
multiplicity	1
energy	-741.435076	Ha
total charge	0
M	128.15	Da
SMILES	O=C(C#CC=S)CO
energy above the lowest of the compared OMol25 structures with the same formula, charge and spin	4.1244	eV
HOMO level	-9.49	eV
frontier orbital gap	7.9	eV

These are the Löwdin partial charges, in e, on atoms 1 to 2: atom 1 (H): 0.03, atom 2 (C): -0.18

***

# 11
C40H60GeN4P3PdS as an isolated structure. Source: the OMol25 dataset; level of theory: ωB97M-V with the def2-TZVPD basis set.

Cartesian coordinates (Å):
H -2.194 5.671 0.355
H -0.952 1.389 -4.831
P -2.116 0.043 1.839
H -5.210 -0.170 2.206
H -2.112 5.735 -2.194
C -2.730 0.045 3.590
H -0.417 5.358 -2.456
C -1.734 -3.075 -0.371
H 2.746 -2.902 1.506
H -3.942 -5.655 -0.421
H -1.217 4.446 1.173
H -2.492 2.191 3.730
H -0.112 -3.455 -4.573
C 2.105 -0.721 4.129
H 3.935 -2.248 2.648
H -2.745 -2.294 1.780
C 5.089 0.355 2.135
H -4.235 0.661 -1.235
C 0.896 -3.010 -2.025
C -0.488 1.861 -2.384
H 2.340 -5.866 -3.094
C 2.813 -0.565 -0.052
P 2.250 0.235 1.529
H 5.047 -0.190 3.074
C -1.391 4.923 -2.259
H 2.587 -3.209 3.225
Pd -0.010 1.019 1.228
H 1.596 0.238 4.234
C 2.050 4.052 -2.098
H 4.466 2.858 3.114
H -1.624 0.110 5.460
C -0.037 2.473 2.638
H 4.165 -2.480 -1.275
C -3.637 0.416 0.820
H 5.942 1.030 2.193
C 1.944 4.028 0.396
H -2.386 3.615 -0.889
H 1.502 3.533 1.267
C -4.874 -0.395 1.196
H -1.115 -2.060 2.475
H 3.623 1.621 4.037
S 0.170 2.684 4.167
H 3.024 4.064 0.528
C -0.377 -1.655 -3.435
H -3.125 -0.685 -0.992
C -3.283 -4.884 -0.794
C 3.824 1.182 1.921
C -0.808 -0.440 -5.892
C 1.011 -4.283 -2.551
H -0.443 5.698 0.193
C -0.322 -2.398 -4.600
H 3.261 0.225 -0.675
C -1.781 -1.785 1.643
H 0.129 -4.803 -2.892
C -3.136 -4.693 -2.160
H 3.601 -1.275 0.223
C 2.882 -2.460 2.490
H 3.950 1.785 1.007
H -1.032 0.023 -6.839
H -2.752 -4.224 1.149
H 2.101 2.300 -0.863
N -0.314 -2.231 -2.112
C -1.440 -3.038 -1.755
H 5.275 -0.344 1.325
H 2.711 2.710 2.987
H -1.669 4.309 -3.111
C -3.359 0.332 -0.677
C -0.533 -1.799 -5.832
H -3.826 1.475 1.052
H 1.882 3.517 -3.030
C -1.418 4.139 -0.953
H -3.715 -5.274 -2.857
H -2.525 0.987 -0.932
Ge -0.073 -0.578 -0.575
C -1.309 5.046 0.266
H -0.505 -2.391 -6.733
N -1.179 -2.115 0.392
H -5.683 -0.136 0.514
C -0.495 -0.253 -3.499
H -4.698 -1.465 1.108
H 4.355 -4.648 -2.346
H 1.646 -1.434 4.813
C -1.556 -0.360 4.484
N 1.761 -1.231 -0.762
H -4.140 1.684 3.360
C 2.012 -2.368 -1.453
H -3.546 -0.681 3.678
C 2.253 -4.886 -2.652
C -2.206 -3.779 -2.634
C 3.380 -4.204 -2.219
C 3.638 2.148 3.088
H 3.144 -0.598 4.426
H 1.578 5.051 0.365
C 2.016 -1.222 2.688
H 0.204 2.313 -3.106
C -0.771 0.330 -4.751
H -2.083 -3.653 -3.698
P -0.214 2.717 -0.762
H -3.510 1.481 4.989
H -1.519 2.097 -2.689
C 3.268 -2.975 -1.613
H -1.522 -1.437 4.632
H -0.612 -0.038 4.024
C 1.578 3.273 -0.879
H 3.123 4.215 -2.007
C -2.615 -4.072 0.091
N -0.304 0.439 -2.354
H 0.969 -1.505 2.485
H 1.576 5.026 -2.161
C -3.250 1.436 3.935

Summary:
multiplicity	1
energy	-5406.112184	Ha
total charge	+1
M	900.97	Da
HOMO level	-9.29	eV
frontier orbital gap	5.2	eV

These are the Löwdin partial charges, in e, on atoms 1 to 2: atom 1 (H): 0.09, atom 2 (H): 0.10

***

Question: The lowest M belongs to which entry?
Answer: C5H9N

***

Question: The highest multiplicity belongs to which entry?
Answer: C4H8FP

***

Question: M of number 9 (CHN3O7)?
Answer: 167.03 Da